[1]
4 unconnected molecules or ions with the total composition C2H11NO4, computed with the ωB97M-V functional and the def2-TZVPD basis.

```
18
Properties=species:S:1:pos:R:3
C -1.73 -0.99 -0.95
N -0.58 -0.17 -0.91
C -0.64 1.12 -1.48
O -1.83 -2.03 -0.33
H -2.56 -0.69 -1.60
H 0.24 -0.43 -0.27
H 0.22 1.69 -1.21
H -1.57 1.63 -1.22
H -0.52 1.10 -2.58
H 2.51 -0.39 0.38
H 1.63 -1.53 0.85
O 1.65 -0.56 0.82
H 0.35 -2.72 2.00
H -0.29 -2.44 0.69
O 0.53 -2.85 1.06
H 0.50 2.56 1.19
H 1.26 3.27 2.21
O 0.81 3.44 1.36
```

Properties
- multiplicity = 2
- LUMO level (alpha / beta) (eV) = -4.6 / -9.4
- total charge = +1
- HOMO level (alpha / beta) (eV) = -14.71 / -14.71
- frontier orbital gap (alpha / beta) (Ha) = 0.37130 / 0.19473

The molecule's Löwdin atomic charges, reported in e, are given here: -0.165 0.185 0.010 0.175 0.170 0.134 0.104 0.144 0.153 0.090 0.013 -0.065 0.077 0.014 -0.036 -0.011 0.056 -0.047

=====

[2]
4 unconnected molecules or ions with the total composition C2H11NO5, computed with the ωB97M-V functional and the def2-TZVPD basis.

```
19
Properties=species:S:1:pos:R:3
O -0.73 -1.10 1.24
C -0.84 -1.74 0.21
N -0.43 -1.28 -0.99
C 0.26 -0.01 -1.06
O 0.05 0.64 -2.30
H -1.30 -2.74 0.18
H -0.59 -1.84 -1.81
H -0.25 0.67 -0.39
H 1.31 -0.11 -0.80
H 0.23 0.02 -3.02
H -1.66 2.51 -0.57
H -1.12 3.38 0.58
O -1.92 3.16 0.09
H 1.66 -1.96 1.70
H 2.72 -2.50 0.72
O 1.85 -2.08 0.76
H 0.40 1.61 2.58
H 0.03 1.31 1.17
O 0.33 2.05 1.72
```

Properties
- LUMO level (eV) = 0.3
- HOMO level (eV) = -10.27
- frontier orbital gap (Ha) = 0.38941

The molecule's Löwdin atomic charges, reported in e, are given here: 0.006 -0.362 0.054 -0.243 -0.029 0.136 0.139 0.085 0.127 0.084 0.017 0.015 -0.060 0.049 0.048 -0.050 0.049 -0.011 -0.055

=====

[3]
4 unconnected molecules or ions with the total composition C2H11O4, computed with the ωB97M-V functional and the def2-TZVPD basis.

```
17
Properties=species:S:1:pos:R:3
C -1.14 -0.69 -0.59
O -0.32 0.44 -0.54
C -0.92 -1.75 0.50
H -2.13 -0.26 -0.33
H -1.36 -1.11 -1.59
H -1.87 -2.02 0.99
H -0.40 -2.66 0.18
H -0.35 -1.27 1.30
H 0.34 0.91 1.16
H 1.38 1.08 2.21
O 0.48 1.38 2.02
H 1.86 -1.13 -0.07
H 1.25 0.20 -0.18
O 2.17 -0.22 0.00
H 0.49 3.05 -1.34
H 0.12 1.61 -1.65
O 0.41 2.45 -2.09
```

Properties
- LUMO level (eV) = 4.1
- total charge = -1
- HOMO level (eV) = -4.10
- frontier orbital gap (Ha) = 0.30026

The molecule's Löwdin atomic charges, reported in e, are given here: -0.428 -0.373 -0.116 0.083 0.089 0.054 0.050 0.057 -0.025 0.020 -0.117 0.002 -0.010 -0.142 0.006 -0.015 -0.136

=====

[4]
A molecular structure, C2H12CdO5, computed with the ωB97M-V functional and the def2-TZVPD basis.

```
20
Properties=species:S:1:pos:R:3
Cd 0.05 0.33 -0.16
C -0.37 -0.30 2.98
O -0.82 -0.26 1.68
H -0.95 0.36 3.65
H -0.44 -1.32 3.41
H 0.70 0.01 3.11
C -0.09 -2.03 -2.58
O 0.25 -1.17 -1.58
H -1.12 -1.88 -2.97
H 0.57 -1.94 -3.47
H -0.04 -3.08 -2.25
O 0.52 2.48 -0.23
H 1.39 2.78 0.02
H 0.02 3.25 -0.49
O 2.10 0.11 0.72
H 2.15 -0.12 1.65
H 2.95 -0.09 0.32
O -1.94 0.93 -1.10
H -2.12 1.21 -2.00
H -2.79 0.73 -0.69
```

Properties
- LUMO level (eV) = -0.3
- HOMO level (eV) = -7.37
- frontier orbital gap (Ha) = 0.25820

The molecule's Löwdin atomic charges, reported in e, are given here: 1.336 -0.355 -0.491 0.055 0.060 0.034 -0.376 -0.510 0.050 0.051 0.055 -0.094 0.062 0.068 -0.097 0.045 0.070 -0.095 0.062 0.068

=====

[5]
3 unconnected molecules or ions with the total composition C2H12N2O2, computed with the ωB97M-V functional and the def2-TZVPD basis.

```
18
Properties=species:S:1:pos:R:3
C 1.01 -0.04 0.98
C 0.14 1.11 0.71
N 0.87 2.28 0.24
N 0.33 -1.32 1.11
H 1.65 0.08 1.78
H 1.75 -0.40 0.15
H -0.38 1.36 1.63
H -0.72 0.72 0.04
H 0.85 2.40 -0.73
H 0.55 3.16 0.53
H 0.75 -1.87 1.81
H 0.42 -1.86 0.26
H -0.44 -0.78 -3.52
H -0.12 -0.32 -2.15
O 0.08 -0.17 -3.06
H -1.54 -1.26 0.37
H -3.02 -1.34 0.05
O -2.18 -1.77 -0.20
```

Properties
- multiplicity = 2
- LUMO level (alpha / beta) (eV) = 4.1 / 4.0
- total charge = -1
- HOMO level (alpha / beta) (eV) = 1.19 / -6.04
- frontier orbital gap (alpha / beta) (Ha) = 0.10707 / 0.36900

The molecule's Löwdin atomic charges, reported in e, are given here: -0.385 -0.438 -0.005 -0.065 0.069 0.125 0.072 0.083 0.022 0.023 0.027 0.030 -0.036 -0.040 -0.153 -0.037 -0.031 -0.263

=====

[6]
3 unconnected molecules or ions with the total composition C2H12N2O2, computed with the ωB97M-V functional and the def2-TZVPD basis.

```
18
Properties=species:S:1:pos:R:3
N 1.17 0.12 0.28
C 0.37 -0.63 -0.76
C 1.32 -1.26 -1.80
N 1.72 -2.57 -1.28
H 0.92 -0.29 1.15
H 2.16 0.03 0.13
H -0.45 0.01 -1.07
H -0.09 -1.46 -0.22
H 0.86 -1.11 -2.79
H 2.27 -0.73 -1.89
H 0.99 -3.27 -1.35
H 2.40 -2.98 -1.91
H -0.80 1.67 2.68
H -0.91 2.38 1.32
O -1.20 1.60 1.81
H -2.87 2.51 1.71
H -4.27 2.84 2.31
O -3.59 3.12 1.69
```

Properties
- LUMO level (eV) = 0.9
- HOMO level (eV) = -9.01
- frontier orbital gap (Ha) = 0.36273

The molecule's Löwdin atomic charges, reported in e, are given here: -0.020 -0.254 -0.298 -0.017 0.042 0.044 0.091 0.095 0.100 0.100 0.068 0.058 0.052 0.058 -0.048 -0.041 0.037 -0.067

=====

[7]
3 unconnected molecules or ions with the total composition C2H12N2O2, computed with the ωB97M-V functional and the def2-TZVPD basis.

```
18
Properties=species:S:1:pos:R:3
C 1.01 1.45 1.20
N -0.34 1.03 0.77
C -0.60 1.44 -0.60
N -0.03 0.56 -1.72
H 1.24 0.93 2.17
H 0.91 2.61 1.48
H 1.99 1.26 0.51
H -0.50 0.08 0.97
H -1.66 1.29 -0.74
H -0.39 2.44 -0.88
H 0.95 0.69 -1.91
H -0.49 0.72 -2.61
H 0.03 -2.75 -2.05
H 0.04 -1.12 -1.24
O -0.18 -2.17 -1.23
H -0.27 -2.02 0.88
H 0.57 -1.07 1.69
O -0.11 -1.77 1.83
```

Properties
- LUMO level (eV) = 0.7
- HOMO level (eV) = -9.51
- frontier orbital gap (Ha) = 0.37460

The molecule's Löwdin atomic charges, reported in e, are given here: -0.164 -0.108 -0.258 -0.009 0.069 0.113 0.110 0.036 0.110 0.097 0.059 0.084 0.080 0.032 -0.206 0.023 0.018 -0.086

=====

[8]
3 unconnected molecules or ions with the total composition C2H12N2O2, computed with the ωB97M-V functional and the def2-TZVPD basis.

```
18
Properties=species:S:1:pos:R:3
N -0.31 0.43 1.69
C -0.02 -0.89 1.14
C 1.14 -0.88 0.15
N 0.91 0.05 -0.96
H -1.09 0.29 2.34
H 0.50 0.59 2.28
H 0.22 -1.76 1.79
H -0.90 -1.29 0.60
H 1.08 -1.92 -0.20
H 2.09 -0.71 0.65
H 1.65 0.68 -1.20
H 0.22 0.69 -0.56
H -2.64 2.55 -0.09
H -1.40 2.60 0.73
O -2.36 2.57 0.83
H 0.16 -0.45 -2.52
H 0.80 -1.52 -3.37
O -0.03 -1.05 -3.29
```

Properties
- LUMO level (eV) = 0.7
- HOMO level (eV) = -9.92
- frontier orbital gap (Ha) = 0.39063

The molecule's Löwdin atomic charges, reported in e, are given here: -0.002 -0.311 -0.274 -0.022 0.084 0.083 0.112 0.122 0.106 0.107 0.089 0.067 0.032 0.006 -0.071 -0.020 0.015 -0.121

=====

Here are the calculated energy above the lowest of the compared OMol25 structures with the same formula, charge and spin numbers, same order: 30.4 25.1 12.6 8.9 25.7 23.9 39.6 18.0 (kcal/mol).